C7H4F4N2 | the ωB97M-V functional and the def2-TZVPD basis

Values from the calculation:
Frontier orbital gap (alpha / beta) = 6.30 / 7.23 eV
Energy above the lowest of the compared OMol25 structures with the same formula, charge and spin = 76.9 kcal per mole
LUMO level (alpha / beta) = -1.983 / -1.210 eV
HOMO level (alpha / beta) = -8.3 / -8.4 eV

Structure (XYZ):
```
17
Properties=species:S:1:pos:R:3:forces:R:3:nbo_charge:R:1
C 0.81592 -0.23263 -0.27708 0.22 -1.30 0.80 -0.14
C -0.94504 2.69581 0.92781 2.11 0.86 -0.19 -0.08
C -1.95867 2.23317 1.66876 -1.51 -1.51 0.26 0.10
C -0.08804 0.61508 0.25157 0.53 -0.91 -0.24 0.00
C -1.13367 -0.14167 0.82693 -3.36 0.74 2.28 0.11
C 0.35917 -1.69931 0.01144 -0.76 2.01 -1.73 -0.30
C -3.35158 1.68931 1.81218 -0.44 0.66 2.00 0.89
N -0.03199 1.94304 0.28875 0.25 2.82 -0.12 -0.45
N -0.97236 -1.37650 0.63505 1.54 0.17 -2.07 0.04
F -3.47592 1.21364 3.14533 0.27 -0.36 -2.30 -0.34
F -4.29683 2.67335 1.81336 0.86 0.02 -0.59 -0.32
F -3.75574 0.79022 0.90829 0.13 0.22 0.86 -0.29
F -1.82841 -2.38694 0.98171 0.26 0.24 0.26 -0.18
H 1.73014 0.07396 -0.76052 0.11 -0.33 -0.13 0.23
H -0.57983 3.80535 1.13950 -1.04 -2.14 -0.69 0.25
H 0.38851 -2.19504 -0.99459 -0.55 -0.32 1.32 0.25
H 0.82154 -2.16872 0.83807 1.37 -0.85 0.27 0.24
```
Positions in Å, forces in eV/Å.